76
Properties=species:S:1:pos:R:3:forces:R:3 method="wB97M-V/def2-TZVPD" e_homo_ev="-7.8 / -7.6" total_energy_ev=-121171.2599
C -0.83525 -2.67195 1.48507 -1.05 -0.45 -2.02
C -0.78274 -2.95551 0.09476 0.20 0.38 0.19
C 0.59926 -3.04572 -0.28016 -1.60 -0.05 -0.28
H -1.64257 -3.07280 -0.56758 0.35 0.03 0.33
C 1.38077 -2.84405 0.88381 -0.59 0.51 2.99
C 0.49498 -2.60626 1.97466 3.24 -0.49 -1.33
H 0.80988 -2.41046 2.99634 -0.21 -0.03 -0.29
H -1.73490 -2.50907 2.05893 0.14 -0.05 0.02
H 0.97939 -3.24862 -1.28362 -0.11 0.05 0.33
H 2.46465 -2.85676 0.95460 -0.31 0.04 -0.10
Ga 0.30609 0.38270 -0.47511 0.74 0.23 1.52
Cl 2.54007 0.08029 -0.40325 -0.62 0.04 -0.15
P 0.26146 -0.44506 -3.19372 -0.25 -0.26 -1.74
C 1.34253 -1.54971 -4.22608 0.41 -0.39 0.33
C 0.88591 -2.22669 -5.37015 0.16 0.04 0.07
H -0.15881 -2.16151 -5.66205 0.19 -0.02 0.04
C 1.76953 -2.97130 -6.15769 0.34 0.22 0.35
H 1.41022 -3.47309 -7.06391 0.17 0.20 0.45
C 3.12068 -3.03929 -5.78909 0.06 0.12 0.12
H 3.82620 -3.59730 -6.40901 -0.24 0.15 0.19
C 3.58887 -2.38911 -4.63402 -0.30 0.00 -0.19
H 4.64926 -2.42772 -4.35696 -0.50 -0.08 -0.14
C 2.69304 -1.66212 -3.84646 -0.32 0.01 -0.24
H 3.00568 -1.15057 -2.93637 0.15 -0.13 -0.20
C -1.35338 -0.91923 -3.96086 -0.42 0.10 0.46
C -1.97466 -2.08413 -3.47394 -0.07 0.38 -0.30
H -1.46569 -2.66158 -2.70285 -0.23 0.06 -0.11
C -3.20265 -2.49352 -3.99539 0.13 0.17 -0.29
H -3.67175 -3.41274 -3.62571 0.14 0.45 -0.17
C -3.80316 -1.74149 -5.02123 0.12 -0.08 0.05
H -4.75423 -2.07679 -5.44571 0.33 0.15 0.17
C -3.18313 -0.58873 -5.52301 0.08 -0.40 0.23
H -3.63139 -0.02666 -6.34924 0.12 -0.22 0.40
C -1.96048 -0.17681 -4.98337 -0.14 -0.24 0.17
H -1.47374 0.71432 -5.36956 -0.10 -0.12 0.07
C 0.56166 1.16446 -4.03297 0.22 0.24 0.36
C 1.25735 1.28220 -5.24587 -0.13 0.35 0.10
H 1.66395 0.40219 -5.73699 -0.08 0.13 0.12
C 1.41862 2.53709 -5.84101 -0.30 0.18 0.34
H 1.93640 2.63000 -6.80185 -0.18 -0.04 0.44
C 0.89028 3.67254 -5.20869 -0.10 -0.04 0.13
H 0.99433 4.65952 -5.67054 0.01 -0.40 0.16
C 0.21505 3.56236 -3.98203 0.00 -0.10 -0.18
H -0.20653 4.44269 -3.48483 0.26 -0.30 -0.28
C 0.05456 2.30840 -3.39298 0.27 -0.11 -0.46
H -0.47437 2.19990 -2.44155 0.10 0.17 -0.27
O 0.56811 2.29870 0.89718 -0.39 -0.41 -0.08
C 0.15029 1.75695 1.94515 -0.09 0.18 0.88
N 0.05970 2.35325 3.19892 0.05 -0.15 -1.35
C -0.30493 1.37733 4.21804 0.14 0.19 0.10
C -0.68196 0.19342 3.26119 -0.89 -1.84 0.27
O -1.25095 -0.83564 3.65701 0.97 1.85 -0.47
N -0.29521 0.47496 1.97249 0.04 0.24 0.05
C 0.91718 1.00843 5.09554 -0.19 -0.03 0.15
C 1.12326 -0.30662 5.51990 0.18 0.04 -0.02
C 2.24383 -0.63993 6.29337 -0.33 0.27 -0.20
C 3.12654 0.35494 6.71400 -0.19 0.10 -0.23
C 2.87947 1.68500 6.35827 -0.36 0.12 -0.27
C 1.77964 2.01392 5.55105 0.16 -0.26 0.06
C -1.52159 1.80117 5.07263 0.21 0.05 0.09
C -1.51136 1.68443 6.46875 -0.18 -0.11 -0.16
C -2.67234 1.94907 7.21235 0.41 -0.08 -0.29
C -3.84212 2.35017 6.57092 0.34 -0.09 -0.09
C -3.83352 2.52668 5.18543 0.41 -0.09 -0.11
C -2.67659 2.27123 4.44106 -0.21 -0.08 0.21
H 0.40531 3.28673 3.34795 0.03 -0.15 0.11
H 0.38234 -1.06071 5.24555 0.36 0.14 0.03
H 2.40319 -1.68594 6.54735 0.04 0.24 0.08
H 4.00109 0.09803 7.30825 -0.18 0.07 -0.09
H 3.53699 2.48987 6.69006 -0.12 -0.30 -0.03
H 1.58211 3.06135 5.28894 0.21 -0.45 0.11
H -0.59309 1.35792 6.96956 -0.50 0.11 -0.13
H -2.63411 1.81283 8.29239 -0.12 0.09 -0.23
H -4.74704 2.51628 7.14930 0.12 0.03 -0.14
H -4.73065 2.84517 4.66724 0.03 0.03 0.07
H -2.67484 2.41869 3.35743 -0.05 -0.11 0.33